[1]
DFT (wB97M-V/def2-TZVPD) results for the molecule C18H21N3O2S.

Structure (XYZ):
```
45
C18H21N3O2S | OMol25 | wB97M-V/def2-TZVPD
C -4.52466 -3.55098 -0.80953
C -4.50905 -2.12357 -0.27525
H -4.54882 -2.14690 0.81537
H -5.39227 -1.59388 -0.63683
C -3.25291 -1.38680 -0.72539
C -3.13656 0.03441 -0.26617
C -4.03333 0.68139 0.52243
C -3.83045 2.05187 0.91488
O -4.54293 2.73773 1.61143
N -2.63927 2.59537 0.39017
C -1.80249 1.88325 -0.38886
N -2.00344 0.65180 -0.71996
S -0.36421 2.72402 -0.93860
C 0.37589 1.49351 -2.06587
H -0.28147 0.62583 -2.04956
H 0.38230 1.95102 -3.05552
C 1.83060 1.19884 -1.70722
O 2.70805 1.67410 -2.39786
N 2.06638 0.40300 -0.63425
C 3.39097 0.18102 -0.17517
C 4.42712 -0.04471 -1.07576
C 5.71344 -0.26254 -0.62189
C 5.97765 -0.27017 0.73701
C 4.94490 -0.06880 1.63193
C 3.64440 0.15770 1.19840
C 2.55938 0.33566 2.22899
C 1.22035 0.71517 1.60502
C 1.06124 -0.06296 0.30086
H 1.24338 -1.12787 0.48602
H 0.05934 0.04267 -0.10681
H 1.19609 1.78379 1.38212
H 0.39947 0.49034 2.28719
H 2.45262 -0.60847 2.77365
H 2.86851 1.09068 2.95494
H 5.14156 -0.08237 2.69472
H 6.98128 -0.43704 1.09790
H 6.50826 -0.43118 -1.33221
H 4.22215 -0.04107 -2.13268
H -2.43479 3.56156 0.61784
H -4.92764 0.20670 0.88584
H -3.19821 -1.38377 -1.81800
H -2.36506 -1.92126 -0.37351
H -5.42359 -4.06839 -0.48424
H -3.66106 -4.10527 -0.44850
H -4.50315 -3.55342 -1.89706
```

Charge = 0
Kohn-Sham gap = 9.09 eV
Largest force on an atom = 0.54 eV/Å
Energy relative to the best compared isomer or geometry (same formula, charge and spin) = 23.7 kJ/mol
SMILES = CCCc1cc(=O)[nH]c(SCC(=O)N2CCCc3ccccc32)n1
Calculated total energy = -1411.50160 Ha
HOMO level = -8.594 eV

Quick look at the Mulliken charges, all values in e: number 1, C, carries -1.469; number 2, C, carries -0.474; number 3, H, carries 0.353; number 4, H, carries 0.368; number 5, C, carries -0.007; number 6, C, carries 0.132; number 7, C, carries -0.228; number 8, C, carries -0.221; number 9, O, carries -0.659; number 10, N, carries -0.083; number 11, C, carries 0.309; number 12, N, carries -0.291; number 13, S, carries -0.254; number 14, C, carries -0.786; number 15, H, carries 0.425; number 16, H, carries 0.473; number 17, C, carries 0.698; number 18, O, carries -0.626; number 19, N, carries 0.231; number 20, C, carries 0.177; number 21, C, carries -0.644; number 22, C, carries -0.631; number 23, C, carries -0.595; number 24, C, carries -0.714; number 25, C, carries 0.918; number 26, C, carries -1.055; number 27, C, carries -0.582; number 28, C, carries -0.465; number 29, H, carries 0.350; number 30, H, carries -0.081; number 31, H, carries 0.303; number 32, H, carries 0.408; number 33, H, carries 0.373; number 34, H, carries 0.466; number 35, H, carries 0.415; number 36, H, carries 0.381; number 37, H, carries 0.393; number 38, H, carries 0.417; number 39, H, carries 0.217; number 40, H, carries 0.453; number 41, H, carries 0.288; number 42, H, carries 0.226; number 43, H, carries 0.392; number 44, H, carries 0.350; number 45, H, carries 0.349

***

[2]
DFT (wB97M-V/def2-TZVPD) results for the molecule C18H21N3OS.

Structure (XYZ):
```
44
C18H21N3OS | OMol25 | wB97M-V/def2-TZVPD
C 4.69622 -5.30151 1.98913
H 5.17302 -5.12446 1.01938
O 4.42486 -4.09543 2.66007
C 3.55554 -3.21591 2.08670
C 3.30778 -2.04685 2.80774
C 2.43793 -1.09770 2.32116
C 1.78954 -1.28713 1.10133
C 2.05795 -2.43589 0.37068
C 2.92583 -3.39546 0.86091
H 3.10257 -4.27832 0.26792
H 1.58544 -2.59144 -0.58454
N 0.94867 -0.26817 0.63385
C -0.19291 -0.39214 -0.10264
N -0.75405 0.76379 -0.54189
C -0.04073 2.01347 -0.71828
H 0.89101 2.02205 -0.15336
C 0.26689 2.24158 -2.20096
C -1.03080 2.24753 -3.00129
C -1.78846 0.94874 -2.74302
H -2.73515 0.93045 -3.28134
H -1.19096 0.10577 -3.09809
C -2.03172 0.73882 -1.24515
C -2.98611 1.70782 -0.59069
C -3.00914 1.80645 0.79985
C -3.89271 2.67602 1.41224
C -4.73718 3.42643 0.60745
N -4.74313 3.32952 -0.70933
C -3.90000 2.49315 -1.28778
H -3.97412 2.45677 -2.36561
H -5.44186 4.13027 1.02976
H -3.92762 2.76651 2.48698
H -2.34053 1.19722 1.39219
H -2.43839 -0.27304 -1.10210
H -0.81496 2.34784 -4.06623
H -1.63878 3.10208 -2.69721
H 0.79627 3.18830 -2.31752
H 0.91674 1.43852 -2.55616
H -0.67632 2.82573 -0.34746
S -0.90743 -1.86423 -0.37263
H 1.08295 0.61186 1.11370
H 2.25405 -0.19813 2.89275
H 3.80849 -1.90821 3.75256
H 3.78745 -5.89439 1.84441
H 5.38388 -5.84828 2.63249
```

Charge = 0
Kohn-Sham gap = 8.31 eV
Largest force on an atom = 0.87 eV/Å
Energy relative to the best compared isomer or geometry (same formula, charge and spin) = 155.3 kJ/mol
SMILES = COc1ccc(NC(=S)N2CCCC[C@@H]2c2cccnc2)cc1
Calculated total energy = -1336.20351 Ha
HOMO level = -7.763 eV

Quick look at the Mulliken charges, all values in e: number 1, C, carries -0.827; number 2, H, carries 0.330; number 3, O, carries -0.454; number 4, C, carries 0.782; number 5, C, carries -0.612; number 6, C, carries -0.702; number 7, C, carries 0.340; number 8, C, carries -0.577; number 9, C, carries -0.448; number 10, H, carries 0.364; number 11, H, carries 0.435; number 12, N, carries -0.043; number 13, C, carries 0.517; number 14, N, carries 0.004; number 15, C, carries -0.556; number 16, H, carries 0.409; number 17, C, carries -0.812; number 18, C, carries -0.545; number 19, C, carries -1.349; number 20, H, carries 0.409; number 21, H, carries 0.375; number 22, C, carries -0.086; number 23, C, carries 0.115; number 24, C, carries -0.443; number 25, C, carries -0.484; number 26, C, carries -0.360; number 27, N, carries -0.666; number 28, C, carries -0.375; number 29, H, carries 0.380; number 30, H, carries 0.366; number 31, H, carries 0.401; number 32, H, carries 0.399; number 33, H, carries 0.767; number 34, H, carries 0.378; number 35, H, carries 0.316; number 36, H, carries 0.412; number 37, H, carries 0.312; number 38, H, carries 0.303; number 39, S, carries -0.375; number 40, H, carries 0.299; number 41, H, carries 0.322; number 42, H, carries 0.409; number 43, H, carries 0.337; number 44, H, carries 0.233

***

[3]
DFT (wB97M-V/def2-TZVPD) results for a structure of composition C18H21N4O4STi.

Structure (XYZ):
```
49
C18H21N4O4STi | OMol25 | wB97M-V/def2-TZVPD
Ti -0.07330 -0.04068 1.17462
C 0.51439 -3.20144 2.81975
C 0.53587 -1.70611 2.93640
C -0.61751 -1.00945 3.32719
C -0.61050 0.38979 3.50359
C -1.83570 1.11666 3.97685
C 0.58708 1.08273 3.26304
C 1.72807 0.43737 2.78052
C 2.99258 1.19846 2.50710
C 1.67504 -0.96617 2.59756
H -0.41723 -3.55126 2.37588
H 0.59245 -3.64186 3.81545
H 1.34813 -3.56818 2.22411
H -1.52631 -1.56318 3.53013
H -1.92577 2.08662 3.48962
H -1.77595 1.28517 5.05371
H -2.73696 0.53962 3.77762
H 0.60063 2.15987 3.38136
H 2.77978 2.22077 2.19922
H 3.58561 0.71582 1.73136
H 3.60239 1.24111 3.41161
H 2.56041 -1.48525 2.25037
O -0.14966 3.03084 -3.83681
C 0.61431 1.96680 -3.98993
O 0.97294 1.56484 -5.06667
C 1.00393 1.21595 -2.75827
C 1.85692 0.13296 -2.77480
N 1.86840 -0.38296 -1.53558
N 1.07366 0.29977 -0.70143
C 0.55287 1.28342 -1.42742
C -0.44042 2.15789 -0.72199
O -0.93652 3.11523 -1.30202
O -0.72155 1.76210 0.46808
H -0.40625 3.19035 -2.89040
H 2.44024 -0.27853 -3.58177
H 2.39705 -1.16912 -1.19522
C -0.75593 -2.46284 -3.09976
N -1.45048 -1.22061 -2.79151
C -1.86262 -0.29702 -3.73853
C -2.51168 0.68618 -3.08238
N -2.49056 0.33926 -1.74910
C -1.83648 -0.82065 -1.56902
S -1.59750 -1.62540 -0.06270
H -1.46383 -3.21013 -3.45260
H -0.27395 -2.82381 -2.19559
H -0.01408 -2.26380 -3.87005
H -1.63158 -0.41051 -4.78297
H -2.95688 1.59857 -3.43488
H -2.86353 0.88081 -0.98369
```

Charge = +1
Kohn-Sham gap (spin up / spin down) = 7.24 / 8.51 eV
Largest force on an atom = 0.27 eV/Å
Energy relative to the best compared isomer or geometry (same formula, charge and spin) = 0.0 kJ/mol
Calculated total energy = -2466.10669 Ha
2S+1 = 3
HOMO level (spin up / spin down) = -10.548 / -11.927 eV

Quick look at the Mulliken charges, all values in e: number 1, Ti, carries 0.209; number 2, C, carries -1.640; number 3, C, carries 0.987; number 4, C, carries -0.526; number 5, C, carries 0.818; number 6, C, carries -1.805; number 7, C, carries -0.273; number 8, C, carries 0.757; number 9, C, carries -1.881; number 10, C, carries -0.707; number 11, H, carries 0.352; number 12, H, carries 0.372; number 13, H, carries 0.391; number 14, H, carries 0.486; number 15, H, carries 0.375; number 16, H, carries 0.354; number 17, H, carries 0.424; number 18, H, carries 0.507; number 19, H, carries 0.407; number 20, H, carries 0.390; number 21, H, carries 0.385; number 22, H, carries 0.534; number 23, O, carries -0.551; number 24, C, carries 0.282; number 25, O, carries -0.589; number 26, C, carries 0.424; number 27, C, carries -0.584; number 28, N, carries -0.267; number 29, N, carries 0.303; number 30, C, carries -0.213; number 31, C, carries 0.929; number 32, O, carries -0.801; number 33, O, carries -0.426; number 34, H, carries 0.435; number 35, H, carries 0.584; number 36, H, carries 0.147; number 37, C, carries -0.958; number 38, N, carries 0.311; number 39, C, carries -0.332; number 40, C, carries -0.591; number 41, N, carries 0.226; number 42, C, carries -0.034; number 43, S, carries -0.432; number 44, H, carries 0.333; number 45, H, carries 0.316; number 46, H, carries 0.366; number 47, H, carries 0.484; number 48, H, carries 0.436; number 49, H, carries 0.284